Formula: C4H9NO2S2
Source: the Open Molecules 2025 dataset
Level of theory: the ωB97M-V functional and the def2-TZVPD basis

```
18
Properties=species:S:1:pos:R:3:forces:R:3
C 1.30397 -0.38983 0.99484 1.7 -1.4 0.4
C 1.91690 2.51302 2.61598 -1.2 -0.6 -3.2
C -1.38452 -2.25198 -0.89768 -1.3 -6.1 -1.4
C -1.15492 -1.02179 -0.34434 0.7 6.1 -0.5
N -0.32020 -0.13669 -0.76600 0.6 -0.6 0.5
O 1.29793 -1.36361 1.60173 -0.1 0.2 -0.4
O -0.29331 1.97739 1.02959 0.3 -0.3 1.0
S -3.22663 -2.53844 -1.03606 0.5 0.8 -0.3
S 0.43373 1.34885 2.37548 0.5 2.7 1.3
H 2.30980 2.14652 3.51040 1.0 -0.3 1.4
H 1.55007 3.52545 2.67119 -0.3 0.2 0.4
H 2.62718 2.50246 1.72590 -0.8 -0.5 1.2
H -0.99399 -2.58836 -1.89834 0.2 1.1 1.1
H -1.04233 -3.00130 -0.15243 -0.3 -0.1 -0.4
H -1.91307 -0.61915 0.37076 0.6 -0.5 -0.3
H 0.53955 -0.43709 -1.31764 -1.9 0.1 0.3
H -0.19374 1.20335 0.44676 -0.2 0.1 -1.5
H -3.40137 -1.34936 -1.70083 -0.1 -0.8 0.3
```
Positions in Å, forces in eV/Å.

- Maximum force: 6.41 eV/A
- Net charge: 0
- E: -1159.29735 Ha
- Energy above the lowest of the compared OMol25 structures with the same formula, charge and spin: 74.3 kcal per mole
- LUMO energy: 0.44 eV
- Frontier orbital gap: 8.42 eV

***

Formula: CH6P2S
Source: the Open Molecules 2025 dataset
Level of theory: the ωB97M-V functional and the def2-TZVPD basis

```
10
Properties=species:S:1:pos:R:3:forces:R:3
C 2.35168 -0.34740 0.16065 -1.6 -2.1 0.1
P -2.84214 0.11294 -0.13186 -1.1 -2.4 0.3
P 0.83139 0.10984 -0.52536 0.4 1.8 3.5
S -0.96985 -0.96340 -0.11913 0.3 -0.6 -0.2
H 1.92676 -0.85518 1.11255 1.2 0.8 -0.9
H 2.83154 -1.14838 -0.45927 -0.2 0.6 0.5
H -3.22604 -0.27911 1.25785 0.4 0.2 -1.3
H -2.36855 1.23412 0.35697 1.1 2.6 0.9
H 0.58767 1.43377 0.03611 -0.5 -1.1 0.2
H 0.87754 0.70282 -1.68850 0.1 0.2 -3.0
```
Positions in Å, forces in eV/Å.

- Maximum force: 3.96 eV/A
- Net charge: 0
- E: -1122.46408 Ha
- Energy above the lowest of the compared OMol25 structures with the same formula, charge and spin: 59.8 kcal per mole
- LUMO energy: -0.05 eV
- Frontier orbital gap: 8.22 eV
- SMILES: C=[PH2]SP

***

Formula: C19H32N2S
Source: the Open Molecules 2025 dataset
Level of theory: the ωB97M-V functional and the def2-TZVPD basis

```
54
Properties=species:S:1:pos:R:3:forces:R:3
C -0.60420 3.76620 -0.11494 0.1 -0.1 -0.2
H -0.35756 4.81060 0.05880 0.0 0.1 0.0
H -1.03233 3.36130 0.79982 -0.1 0.0 0.1
C 0.62521 2.96665 -0.53060 -0.1 0.0 0.3
H 0.31954 1.93871 -0.71706 0.0 -0.1 -0.1
H 1.01611 3.36264 -1.47081 0.1 -0.1 -0.1
C 1.74522 3.01094 0.52470 0.1 -0.1 -0.3
C 2.55048 4.29724 0.32909 -0.1 -0.2 0.2
H 3.21680 4.49632 1.16311 0.1 0.1 0.1
H 1.87280 5.14218 0.24178 0.0 0.1 0.0
H 3.14200 4.23965 -0.58194 0.1 0.0 -0.1
H 1.29728 3.02648 1.52410 0.0 -0.1 0.0
C 2.63991 1.75936 0.43209 0.0 0.3 0.0
N 2.14427 0.63210 1.22026 0.5 0.1 0.1
C 3.16880 -0.06089 1.76704 0.1 0.0 0.0
N 4.33533 0.59108 1.50848 -0.1 0.1 -0.2
H 5.13851 0.40818 2.08780 -0.2 -0.1 0.0
C 4.05728 1.92147 1.01572 0.0 0.2 0.0
H 4.78907 2.22237 0.26512 -0.1 0.1 0.0
H 4.06548 2.64863 1.83798 0.0 0.0 -0.1
S 3.05787 -1.46754 2.60756 0.0 -0.7 0.4
C 0.83086 0.04902 1.11297 -0.3 -0.3 -0.1
H 0.08982 0.84732 1.13548 0.0 0.0 0.0
H 0.70910 -0.57216 2.00367 -0.1 0.2 -0.1
C 0.69359 -0.82463 -0.13803 -0.2 0.1 0.2
H 1.45159 -1.60880 -0.07029 0.1 0.0 0.0
H 0.92139 -0.22334 -1.02339 0.0 0.0 -0.1
C -0.67987 -1.48584 -0.33841 0.5 0.2 -0.1
C -1.05034 -2.37716 0.85070 -0.1 0.0 -0.1
C -2.38597 -3.07340 0.59003 -0.1 -0.2 0.2
C -3.47712 -2.02111 0.39843 0.0 0.0 0.0
C -3.12269 -1.13835 -0.79691 -0.2 0.2 0.0
C -3.02579 -1.99986 -2.05404 0.0 0.0 0.0
C -1.93659 -3.05217 -1.85740 0.0 -0.2 -0.3
C -2.28674 -3.93843 -0.66430 0.0 0.1 0.0
H -1.51708 -4.70152 -0.52958 0.0 -0.1 0.0
H -3.23667 -4.44760 -0.84301 0.0 -0.1 0.0
C -0.60090 -2.35926 -1.59858 -0.2 0.0 0.1
H 0.18378 -3.10872 -1.47327 0.1 0.0 0.0
H -0.33509 -1.73953 -2.45920 0.1 0.1 0.0
H -1.85572 -3.66801 -2.76064 0.0 0.0 0.1
H -2.78812 -1.37427 -2.91795 0.0 0.0 -0.1
H -3.98475 -2.48615 -2.24682 -0.1 0.0 0.0
C -1.78496 -0.44333 -0.54043 -0.1 -0.1 0.0
H -1.53767 0.20102 -1.38854 0.1 0.1 0.0
H -1.87657 0.18617 0.34684 0.0 0.1 0.1
H -3.90161 -0.37880 -0.93415 0.1 0.0 0.0
H -4.43979 -2.50830 0.22738 -0.1 0.0 0.0
H -3.56693 -1.40981 1.29951 0.0 0.0 0.1
H -2.63539 -3.70518 1.44991 0.0 0.0 0.0
H -0.26549 -3.11843 1.01304 0.1 0.0 0.1
H -1.13533 -1.77656 1.75770 0.1 0.0 0.1
H 2.72123 1.46139 -0.62540 0.0 0.0 0.0
H -1.36203 3.72212 -0.89344 -0.1 0.1 0.0
```
Positions in Å, forces in eV/Å.

- Maximum force: 0.79 eV/A
- Net charge: 0
- E: -1250.94715 Ha
- Energy above the lowest of the compared OMol25 structures with the same formula, charge and spin: 0.0 kcal per mole
- LUMO energy: 0.75 eV
- Frontier orbital gap: 8.75 eV
- SMILES: CC[C@H](C)[C@H]1CNC(=S)N1CC[C@]12C[C@H]3C[C@H](C[C@H](C3)C1)C2